164
Properties=species:S:1:pos:R:3:forces:R:3 method="wB97M-V/def2-TZVPD" orbital_gap_ev="1.209 / 7.794" total_charge=-1 multiplicity=2 e_homo_ha="0.025 / -0.220" total_energy_ha=-4781.006652 s_squared=0.75
C -3.35559 9.45070 -10.75818 -0.592 -0.022 -0.890
C -4.50868 9.08676 -11.76043 1.762 -0.615 2.463
O -4.11349 9.61479 -13.00338 -0.979 1.834 -1.765
P -4.82590 10.91682 -13.66662 0.721 0.082 -1.295
O -4.48478 11.12862 -15.10482 -0.280 -0.631 1.944
O -6.38690 10.80618 -13.34761 0.986 0.319 0.787
C -7.08400 9.74820 -13.97509 -0.582 -0.872 -1.531
C -8.22902 10.30673 -14.83513 0.018 -0.222 0.484
O -4.34646 12.14291 -12.73490 -0.499 0.211 -0.115
C -5.01968 13.41277 -12.85733 -0.725 1.981 0.148
C -4.28040 14.59487 -12.21918 1.335 -0.931 1.272
H -3.65004 9.28568 -9.72176 -0.076 0.208 -0.051
H -2.37807 8.99232 -10.90797 -0.200 -0.307 -0.345
H -3.27207 10.50419 -11.02517 0.372 0.302 0.833
H -4.63804 8.01090 -11.87826 -0.249 0.104 -0.064
H -5.35233 9.55598 -11.25427 -0.572 -0.017 -0.864
H -6.40672 9.11580 -14.54907 0.356 0.559 -0.831
H -7.38197 8.93601 -13.31201 -0.652 0.754 0.944
H -7.95594 11.03807 -15.59584 0.637 -0.320 -0.069
H -8.73092 9.46329 -15.30926 -0.100 0.034 -0.078
H -8.95731 10.85480 -14.23738 -0.069 -0.269 0.360
H -5.20635 13.79571 -13.86063 0.177 -1.126 -0.631
H -6.00218 13.39860 -12.38554 -0.032 -0.634 0.076
H -4.11556 14.39920 -11.15963 -0.012 -0.189 0.215
H -3.27032 14.72405 -12.60796 -0.024 0.003 -0.371
H -4.75476 15.57617 -12.20772 -0.545 -0.297 -0.640
C -1.53073 6.28980 -13.96277 0.366 0.133 -0.206
C -1.19090 7.78536 -14.08183 -0.695 -0.709 -1.625
O -0.54196 8.28162 -12.91254 1.455 0.809 1.005
P 0.83174 9.15088 -13.00005 -1.969 -1.764 -2.246
O 1.56978 9.20335 -11.71848 -0.539 0.497 -0.898
O 1.66216 8.32457 -14.18652 -1.593 2.207 1.332
C 2.87558 7.66494 -13.86853 0.662 -0.253 0.937
C 3.97650 8.59111 -13.39006 0.718 0.090 -0.917
O 0.27598 10.53138 -13.68731 1.971 -1.854 1.628
C -0.92424 11.20971 -13.20429 -0.551 -0.611 -0.661
C -0.96790 12.39538 -14.06928 -1.595 1.613 -0.497
H -2.28847 6.02438 -13.22555 0.454 0.316 0.564
H -1.96454 5.83681 -14.85423 0.071 0.650 -0.579
H -0.58643 5.75538 -13.85887 -0.080 -0.253 0.577
H -0.54936 7.94935 -14.94765 0.228 -0.300 0.076
H -2.07056 8.36864 -14.35403 -0.259 0.231 0.710
H 2.73631 6.87786 -13.12744 -0.459 0.013 0.264
H 3.17026 7.11107 -14.75987 0.051 0.426 -0.201
H 4.20084 9.31237 -14.17590 -0.031 0.160 -0.157
H 3.84096 9.16641 -12.47422 -0.382 -0.548 0.015
H 4.87288 7.97659 -13.30656 0.148 -0.031 0.233
H -1.77177 10.54166 -13.35759 0.064 -0.076 -0.323
H -1.05438 11.53033 -12.17067 1.199 -0.410 0.438
H -1.97077 12.81189 -13.97509 -0.329 0.042 0.008
H -0.34957 13.22911 -13.73659 0.592 -0.310 -0.190
H -0.89660 12.17668 -15.13473 0.400 -0.047 0.146
C 6.04009 6.94692 -10.04478 -0.513 0.509 -0.507
C 5.13821 5.79475 -10.46424 0.458 0.236 -1.582
O 4.80402 4.89471 -9.43433 -0.209 -2.322 1.260
P 5.10719 3.29047 -9.42398 0.336 0.191 1.738
O 4.93620 2.61292 -8.08612 0.143 1.493 -2.481
O 4.23933 2.69108 -10.62398 0.680 1.707 0.117
C 4.26725 1.32643 -10.95300 -0.728 -2.243 -0.084
C 4.06274 1.04880 -12.43886 0.353 1.102 -0.205
O 6.61845 3.20131 -9.98438 -0.044 -0.292 0.070
C 7.74989 3.06426 -9.07405 -0.958 0.383 0.949
C 8.26467 4.43725 -8.62976 0.539 -0.401 -0.506
H 6.32749 7.52740 -10.92145 0.265 -0.543 -0.628
H 5.49623 7.76196 -9.56725 0.061 -0.471 1.108
H 6.96264 6.60383 -9.57649 -0.334 0.273 0.293
H 4.20507 6.14613 -10.90457 -0.103 0.246 0.163
H 5.63750 5.26577 -11.27601 0.088 -0.158 0.034
H 5.18248 0.81539 -10.65420 0.265 0.374 0.252
H 3.46077 0.85487 -10.39146 -0.023 -0.064 0.140
H 4.89737 1.52435 -12.95397 -0.018 0.074 -0.319
H 4.08392 0.00001 -12.73496 -0.003 -0.106 0.549
H 3.14346 1.48381 -12.83103 0.015 -0.002 0.123
H 7.42273 2.50148 -8.19978 -0.199 -0.042 -0.021
H 8.49961 2.44286 -9.56382 0.005 0.386 -0.289
H 8.68168 4.91229 -9.51776 0.092 0.329 0.124
H 7.55800 5.11827 -8.15548 -0.436 -0.443 -0.219
H 9.05548 4.31726 -7.88928 0.217 -0.182 -0.124
C -4.53915 6.99725 -16.49178 0.377 -0.714 -0.379
C -4.51141 6.00385 -17.70288 -1.378 0.789 1.623
O -3.20897 5.48205 -17.89780 2.000 0.868 -1.284
P -2.10121 6.37137 -18.69790 -1.100 0.686 -1.035
O -2.58669 7.09703 -19.91196 0.493 -1.121 1.319
O -1.51514 7.35980 -17.58545 -1.247 -1.186 -0.740
C -0.38028 8.16567 -17.83267 1.563 -0.389 1.040
C 0.82847 7.35525 -17.37570 0.674 0.702 0.819
O -0.91232 5.33228 -19.00178 -0.948 0.821 1.380
C -0.72566 4.74892 -20.27293 0.672 -0.475 -0.793
C 0.64359 4.02772 -20.19885 -1.251 0.340 0.029
H -4.19235 6.49727 -15.58742 -0.173 -0.315 0.029
H -3.83763 7.82543 -16.59219 -0.208 0.152 -0.475
H -5.53848 7.38262 -16.28946 -0.041 -0.025 -0.221
H -5.13282 5.13350 -17.49209 0.135 -0.086 0.347
H -5.01014 6.42793 -18.57439 0.787 0.296 -0.371
H -0.15672 8.50711 -18.84338 -0.907 -0.246 -0.349
H -0.52392 9.04955 -17.21121 0.120 0.023 -0.041
H 0.94723 6.40209 -17.89095 0.113 0.363 -0.311
H 1.69646 8.01303 -17.42075 0.380 -0.146 -0.671
H 0.85002 7.12616 -16.31027 -0.710 -0.117 0.140
H -1.56066 4.09973 -20.53644 0.039 -0.332 0.293
H -0.74391 5.52911 -21.03390 0.220 0.109 -0.003
H 0.76933 3.37200 -21.06044 0.256 0.259 -0.110
H 1.40509 4.80221 -20.10733 0.220 -0.274 -0.195
H 0.66849 3.39881 -19.30894 0.009 0.040 0.039
N 2.10430 11.85253 -16.32147 1.017 -0.553 -0.885
C 1.14583 11.56008 -17.23244 0.323 -0.435 -1.763
C 1.79696 11.26123 -18.46008 -3.063 -0.203 0.859
C 3.13633 11.35818 -18.26877 2.071 0.280 1.454
C 3.35346 11.67261 -16.92841 -0.377 0.655 -0.035
H 1.88356 12.14634 -15.38070 0.382 -0.204 -0.046
H 0.09759 11.53502 -16.97366 0.143 0.106 -0.066
H 1.36372 10.89130 -19.37760 -0.400 0.282 0.122
H 3.88236 11.23085 -19.03924 0.132 -0.100 0.253
H 4.28978 11.86440 -16.42551 -0.248 0.060 0.166
N 7.02098 6.39164 -14.63670 0.931 -1.431 0.690
C 5.81841 5.89250 -15.08583 0.887 1.356 0.511
C 5.56022 4.79122 -14.34751 -1.466 -1.806 0.255
C 6.64002 4.40050 -13.48713 1.190 3.831 -1.807
C 7.56357 5.48289 -13.72941 -1.277 -1.227 0.660
H 7.45552 7.26822 -14.88745 -0.084 -0.352 -0.125
H 5.28183 6.43610 -15.84936 -0.228 -0.220 0.197
H 4.57846 4.34499 -14.40602 0.118 -0.533 -0.091
H 6.74904 3.57482 -12.79956 -0.066 0.148 -0.120
H 8.51718 5.64545 -13.24921 -0.018 0.192 -0.184
N -3.71166 17.58402 -16.18226 2.482 -0.367 -0.716
C -3.50612 16.38160 -15.56077 2.100 -0.183 0.906
C -2.10548 16.05373 -15.63040 -2.446 0.333 0.381
C -1.46821 17.06449 -16.36141 -1.760 1.029 -0.650
C -2.47363 17.97498 -16.72876 0.075 -0.006 0.799
H -4.57707 18.10047 -16.24872 0.288 -0.250 -0.002
H -4.23482 16.01197 -14.85454 -0.109 -0.322 -0.403
H -1.61694 15.23119 -15.12925 -0.251 -0.098 -0.113
H -0.42491 17.14331 -16.62921 -0.123 0.005 0.041
H -2.34013 18.94957 -17.17457 -0.250 -0.164 -0.229
N 1.00682 8.49882 -9.15915 0.211 -1.035 0.785
C 0.19423 9.43866 -8.60583 0.834 -1.620 2.279
C 0.18392 9.11643 -7.22704 -0.713 2.021 -0.673
C 1.06682 8.04352 -6.96062 -1.182 0.133 0.089
C 1.48006 7.60715 -8.16652 0.725 0.884 -2.243
H 1.15071 8.51720 -10.15868 0.448 -0.507 0.122
H -0.21578 10.23650 -9.20728 -0.185 -0.139 0.232
H -0.39386 9.70267 -6.52782 0.135 -0.113 0.234
H 1.30336 7.55822 -6.02524 -0.158 0.188 -0.001
H 2.18748 6.81607 -8.36689 -0.148 0.054 -0.375
N 0.03849 2.73646 -15.28443 0.868 1.419 -0.531
C 0.66512 2.56191 -14.10912 0.231 -0.905 1.622
C 1.67828 3.49908 -13.94810 -0.369 -2.206 2.135
C 1.69026 4.23818 -15.07172 -1.232 2.321 -2.912
C 0.65426 3.81675 -15.89460 -0.362 -0.194 -0.274
H -0.78437 2.23743 -15.59097 0.204 0.186 -0.047
H 0.32294 1.77527 -13.45299 0.173 0.066 0.103
H 2.33613 3.62068 -13.10025 -0.161 -0.169 0.080
H 2.15511 5.20162 -15.22045 0.437 -0.237 -0.170
H 0.23727 4.26216 -16.78574 0.135 -0.118 -0.035
N 2.93610 11.75528 -11.40386 0.515 -0.287 -1.727
C 2.33139 12.90177 -11.01797 -0.325 0.232 0.323
C 3.22673 13.91520 -11.23727 -2.029 1.908 1.648
C 4.36361 13.40724 -11.75409 2.589 -1.630 -2.149
C 4.13880 12.06546 -12.01985 -0.248 -0.162 1.588
H 2.53409 10.83873 -11.53960 -0.495 0.020 0.408
H 1.33236 12.98506 -10.61623 0.116 -0.378 0.027
H 3.06535 14.94660 -10.96055 -0.069 -0.031 0.001
H 5.30063 13.89989 -11.96783 -0.188 0.202 -0.127
H 4.73138 11.26180 -12.43142 0.152 0.261 0.075